No. 1
DFT (ωB97M-V/def2-TZVPD) results for a 9-piece molecular cluster, C30H72F3IO10 overall.

Structure (XYZ):
```
116
Properties=species:S:1:pos:R:3
C 3.0713 1.4262 -5.3173
C 2.8316 0.0682 -5.9970
I 2.9055 -1.5702 -4.6011
C 3.6955 -0.2358 -7.2228
C 5.2249 -0.1146 -7.0665
O 5.6291 0.0207 -5.7116
C 6.5233 -0.8679 -5.2177
O 6.8625 -0.8631 -4.0858
C 5.8643 1.0458 -7.8386
F 5.7200 2.2237 -7.2358
F 5.3534 1.1536 -9.0674
F 7.1805 0.8280 -7.9716
H 3.8359 2.0060 -5.8356
H 2.1441 2.0081 -5.3274
H 3.3691 1.3180 -4.2741
H 1.7964 0.0150 -6.3346
H 3.3792 0.4301 -8.0335
H 3.4731 -1.2543 -7.5504
H 5.6949 -1.0058 -7.5020
H 6.9784 -1.5140 -5.9929
C 0.0071 -4.8843 -2.9047
C -0.1302 -3.5297 -2.2289
C -1.0984 -3.5633 -1.0594
O -0.5253 -2.5321 -3.1702
H -0.9605 -5.2078 -3.2995
H 0.7101 -4.8269 -3.7361
H 0.3560 -5.6426 -2.2022
H 0.8512 -3.2010 -1.8783
H -2.1015 -3.8340 -1.4010
H -1.1618 -2.5755 -0.6021
H -0.7947 -4.2826 -0.2977
H -1.3916 -2.7794 -3.5144
C 9.1186 -3.7414 -9.1471
C 8.4671 -2.6816 -10.0189
C 9.2875 -1.4042 -10.0789
O 7.1418 -2.3970 -9.5599
H 9.2241 -3.3747 -8.1215
H 8.5106 -4.6455 -9.1229
H 10.1122 -3.9980 -9.5164
H 8.3301 -3.0763 -11.0272
H 9.3850 -0.9734 -9.0778
H 8.7956 -0.6664 -10.7126
H 10.2895 -1.5874 -10.4684
H 7.2328 -2.0473 -8.6660
C -4.3726 -0.6542 2.0602
C -3.8023 -1.2945 0.8082
C -4.0539 -0.4666 -0.4415
O -4.3131 -2.6182 0.6389
H -5.4600 -0.5565 1.9765
H -4.1458 -1.2651 2.9318
H -3.9517 0.3387 2.2244
H -2.7252 -1.4261 0.9307
H -5.1272 -0.3501 -0.6185
H -3.6193 -0.9554 -1.3144
H -3.6135 0.5278 -0.3451
H -5.2691 -2.5513 0.5333
C -2.6625 -0.9643 6.7793
C -2.2839 -1.8766 5.6266
C -1.1031 -2.7742 5.9553
O -2.0115 -1.1097 4.4502
H -1.8307 -0.2963 7.0228
H -3.5125 -0.3392 6.5107
H -2.9108 -1.5356 7.6752
H -3.1423 -2.4966 5.3581
H -0.2188 -2.1705 6.1811
H -0.8671 -3.4144 5.1047
H -1.3125 -3.4057 6.8200
H -1.2469 -0.5528 4.6374
C -5.2559 2.5301 4.4652
C -4.5482 3.1031 5.6831
C -4.0518 4.5167 5.4349
O -3.4787 2.2474 6.0873
H -4.5660 2.4848 3.6172
H -5.6084 1.5181 4.6656
H -6.1072 3.1480 4.1763
H -5.2347 3.1040 6.5325
H -3.3262 4.5265 4.6158
H -3.5542 4.9094 6.3223
H -4.8715 5.1878 5.1760
H -2.8462 2.2053 5.3604
C -2.7643 3.7690 -1.6412
C -2.3779 2.8091 -2.7554
C -1.2157 1.9152 -2.3585
O -2.0871 3.5205 -3.9579
H -1.9240 4.4276 -1.4024
H -3.6061 4.3907 -1.9456
H -3.0392 3.2296 -0.7332
H -3.2396 2.1874 -3.0081
H -0.3261 2.5152 -2.1438
H -0.9673 1.2244 -3.1642
H -1.4532 1.3322 -1.4675
H -1.3272 4.0890 -3.7873
C -4.9039 6.9503 8.7489
C -4.8481 8.0157 7.6659
C -5.0663 9.4109 8.2282
O -5.8002 7.7313 6.6400
H -5.8888 6.9449 9.2249
H -4.7350 5.9625 8.3196
H -4.1551 7.1260 9.5225
H -3.8770 7.9754 7.1683
H -6.0525 9.4781 8.6968
H -5.0175 10.1553 7.4338
H -4.3166 9.6547 8.9822
H -6.6753 7.7556 7.0443
C 0.9577 -6.3118 3.9995
C 1.6718 -5.8208 5.2487
C 2.2685 -4.4373 5.0524
O 2.6687 -6.7526 5.6640
H 1.6631 -6.3848 3.1664
H 0.5284 -7.2993 4.1675
H 0.1587 -5.6289 3.7062
H 0.9633 -5.7921 6.0796
H 3.0148 -4.4522 4.2526
H 2.7622 -4.0989 5.9635
H 1.4985 -3.7141 4.7823
H 3.3252 -6.8165 4.9607
```

Computed properties:
Kohn-Sham gap   0.35490 hartree
LUMO level   0.441 eV
Maximum force   0.7 eV/Å
Net charge   0
Total energy   -2535.9128 hartree
SMILES   C[C@H](I)C[C@H](OC=O)C(F)(F)F.CC(C)O.CC(C)O.CC(C)O.CC(C)O.CC(C)O.CC(C)O.CC(C)O.CC(C)O
Multiplicity   1

Mulliken atomic charge list, values in e, 6 entries: number 1, C, carries -0.97; number 2, C, carries -0.40; number 3, I, carries 0.03; number 4, C, carries -1.25; number 5, C, carries 0.64; number 6, O, carries -0.25

***

No. 2
DFT (ωB97M-V/def2-TZVPD) results for a 9-piece molecular cluster, C30H72F6N8O6P overall at a distorted geometry.

Structure (XYZ):
```
123
Properties=species:S:1:pos:R:3
P 6.9584 3.4520 25.3022
F 7.3722 5.0713 25.4000
F 8.4658 3.0057 25.3862
F 6.8895 3.3527 26.9437
F 6.6154 1.8659 25.2421
F 5.4080 3.9028 25.3554
F 6.9483 3.5326 23.7118
C 12.8649 2.8296 20.2356
C 11.4230 2.7004 20.7257
N 11.2970 3.4325 21.9617
C 11.9995 2.9533 23.1386
C 11.8535 1.5105 23.4234
C 9.8764 3.6377 22.2548
C 9.1158 4.6195 21.2940
H 13.2341 3.8535 20.1758
H 12.9613 2.4898 19.2045
H 13.5025 2.3003 20.9438
H 10.7584 3.2082 20.0266
H 11.2461 1.6254 20.7608
H 13.0429 3.1426 22.8865
H 11.7892 3.6142 23.9795
H 12.0426 0.9403 22.5139
H 12.6250 1.2563 24.1503
H 10.8793 1.2810 23.8551
H 9.6034 3.9875 23.2504
H 9.2994 2.7145 22.2013
H 8.0278 4.5692 21.3352
H 9.2250 4.4286 20.2264
H 9.5413 5.6229 21.3091
C 4.8809 6.9266 23.3953
C 3.8314 7.1360 24.4729
N 2.7376 8.1028 24.2851
C 3.1332 9.5195 24.5912
C 3.2306 9.6952 26.1424
C 1.9494 7.9697 23.0375
C 1.1780 6.6373 22.9750
H 5.5440 7.7777 23.2405
H 4.3976 6.7183 22.4408
H 5.6199 6.2046 23.7428
H 3.3769 6.1588 24.6358
H 4.3406 7.3548 25.4115
H 4.0101 9.8431 24.0305
H 2.3235 10.1953 24.3156
H 3.2495 10.7380 26.4595
H 2.4062 9.1884 26.6440
H 4.1622 9.2244 26.4564
H 2.5901 8.1113 22.1671
H 1.2681 8.8197 23.0743
H 1.2765 6.0492 23.8875
H 1.5886 6.0040 22.1886
H 0.1015 6.7384 22.8370
C 10.1383 -0.8293 28.4139
O 9.3782 -1.5981 29.0502
N 9.7693 0.3908 28.0025
C 10.5972 1.2073 27.1596
C 8.4389 0.9588 28.2646
H 11.1442 -1.1591 28.1112
H 11.6148 0.8368 27.0361
H 10.6905 2.2424 27.4879
H 10.0784 1.2454 26.2017
H 7.9234 1.1494 27.3233
H 7.6792 0.3422 28.7448
H 8.4788 1.8620 28.8735
C 11.0915 6.1662 28.3005
O 11.1053 7.2034 28.9642
N 10.8637 6.2017 26.9793
C 10.9318 4.9706 26.2110
C 10.5051 7.3494 26.2418
H 11.2533 5.1394 28.6632
H 10.8632 4.0768 26.8312
H 11.8634 5.0211 25.6474
H 10.0987 4.8472 25.5190
H 11.2289 7.2847 25.4293
H 9.4806 7.4149 25.8754
H 10.6437 8.3244 26.7091
C 5.3450 6.3625 27.7795
O 4.5371 5.9462 28.6413
N 6.0210 7.5219 27.9017
C 6.9664 7.9825 26.8466
C 5.9048 8.4233 29.0647
H 5.5434 5.7727 26.8712
H 6.7085 8.9297 26.3729
H 7.0991 7.2596 26.0417
H 8.0023 7.9990 27.1854
H 5.5699 9.4104 28.7460
H 5.1432 8.0298 29.7379
H 6.8315 8.5170 29.6309
C 8.8709 -1.2238 24.6320
O 9.9021 -1.7247 24.3082
N 7.7946 -1.9771 24.9884
C 6.6363 -1.3925 25.6850
C 7.8793 -3.4450 24.9229
H 8.6519 -0.1595 24.8096
H 6.5162 -1.8024 26.6878
H 5.6626 -1.5138 25.2103
H 6.6577 -0.3132 25.8362
H 6.9470 -3.8044 24.4872
H 8.6891 -3.8086 24.2903
H 7.9578 -3.8228 25.9423
C 2.5181 3.2628 26.4315
O 1.4248 3.4353 25.8084
N 2.9467 2.0759 26.8839
C 4.2504 2.0306 27.6777
C 2.2475 0.7891 26.7359
H 3.2602 4.0401 26.6710
H 4.3001 1.2269 28.4124
H 4.5118 2.9244 28.2441
H 4.9714 1.8953 26.8715
H 1.2854 0.9550 26.2511
H 2.8777 0.0975 26.1766
H 1.9480 0.3435 27.6845
C 3.7517 1.5342 23.2026
O 3.2723 0.4088 23.3029
N 3.6720 2.2722 22.0753
C 4.0710 3.6569 22.0804
C 3.1777 1.8572 20.7776
H 4.2024 2.0635 24.0564
H 4.5053 3.9435 23.0381
H 3.3400 4.4372 21.8687
H 4.8731 3.7526 21.3485
H 2.3481 2.4804 20.4436
H 4.0574 1.8252 20.1348
H 2.8460 0.8285 20.9182
```

Computed properties:
Kohn-Sham gap   0.31698 hartree
LUMO level   2.368 eV
Maximum force   3.1 eV/Å
Net charge   -1
Relative energy (zero: lowest compared OMol25 entry of this formula, charge and spin)   28.87 kcal per mole
Total energy   -3016.5586 hartree
Multiplicity   1

Mulliken atomic charge list, values in e, 6 entries: number 1, P, carries 1.19; number 2, F, carries -0.21; number 3, F, carries -0.04; number 4, F, carries -0.63; number 5, F, carries -0.25; number 6, F, carries -0.15

***

No. 3
DFT (ωB97M-V/def2-TZVPD) results for C30H72F9InO30P6 as an isolated structure at a distorted geometry.

Structure (XYZ):
```
148
Properties=species:S:1:pos:R:3
In 0.0695 0.0845 -0.0315
C 1.7073 0.8587 -3.9383
O 2.5724 -0.2714 -4.5105
O 1.6651 0.5296 -2.5722
C 1.8161 2.3459 -4.4213
F 1.8303 2.3809 -5.7565
F 0.8117 3.1697 -4.1178
F 3.0022 2.9420 -4.0435
C 3.0212 -0.2464 -5.9005
C 3.5018 -1.6650 -6.3058
H 2.5581 -2.2089 -6.2629
H 3.8061 -1.8262 -7.3400
H 4.1278 -2.2632 -5.6438
H 3.8128 0.4380 -6.2058
H 2.2445 -0.1104 -6.6530
H 0.8065 0.4154 -4.3628
C 1.0289 -1.6310 3.6912
O 0.2550 -2.6285 3.0248
O 0.9760 -0.4653 2.8497
C 0.6243 -1.6259 5.2413
F 0.9514 -0.4826 5.9387
F -0.6739 -1.9100 5.5693
F 1.3711 -2.4730 5.9335
C 0.7980 -3.9724 3.1797
C -0.2308 -4.8223 2.5306
H -1.1662 -4.5940 3.0415
H -0.4514 -4.5830 1.4903
H 0.1430 -5.8449 2.4806
H 0.9557 -4.2485 4.2222
H 1.7890 -4.1524 2.7630
H 2.0863 -1.8829 3.6098
C -2.9257 2.5975 -2.1275
O -3.8370 2.9047 -1.0207
O -2.0308 1.5915 -1.6217
C -3.6122 2.5709 -3.5751
F -3.3237 3.6500 -4.2700
F -3.0515 1.6435 -4.3568
F -4.9019 2.4133 -3.4510
C -3.7276 4.1185 -0.2771
C -5.1863 4.3344 0.3022
H -5.5481 3.4865 0.8838
H -5.0180 5.1229 1.0357
H -5.9021 4.5516 -0.4906
H -3.3495 4.9364 -0.8905
H -2.9723 4.0573 0.5064
H -2.3160 3.4977 -2.2046
C -3.3225 -3.0123 4.0953
O -3.1708 -3.1246 2.6037
P -3.5842 -1.9336 1.5269
O -2.4460 -1.0297 1.1571
O -4.2108 -2.7657 0.3196
C -5.2789 -3.6723 0.5866
O -4.8850 -1.3329 2.1703
C -5.3986 -0.0764 1.7248
H -2.3749 -3.1869 4.6050
H -4.0298 -3.7463 4.4811
H -3.7217 -2.0509 4.4184
H -5.0480 -4.6116 0.0840
H -6.1010 -3.3305 -0.0422
H -5.6208 -3.7456 1.6191
H -6.4838 -0.1771 1.7076
H -5.1363 0.2927 0.7333
H -5.2054 0.7970 2.3477
C -4.5753 3.0911 3.7775
O -3.7167 2.6778 2.7508
P -2.1537 2.3865 3.0437
O -1.3900 1.9779 1.9175
O -2.1697 1.2037 4.1537
C -1.6126 1.4373 5.4874
O -1.6527 3.7119 3.8539
C -0.3546 4.3374 3.6307
H -5.1566 3.9291 3.3929
H -4.0661 3.3321 4.7106
H -5.2615 2.3153 4.1168
H -1.3376 0.4470 5.8506
H -2.3301 1.6595 6.2774
H -0.8082 2.1347 5.7210
H 0.2387 3.8524 2.8556
H 0.2811 4.3420 4.5161
H -0.5119 5.3385 3.2291
C -0.8121 -1.9553 -5.3954
O -1.3286 -2.9561 -4.5277
P -1.9034 -2.5410 -3.0683
O -0.9867 -2.0467 -1.9853
O -3.1234 -1.5127 -3.4588
C -4.2488 -1.3939 -2.5750
O -2.8314 -3.8039 -2.6699
C -2.2046 -4.8026 -1.9064
H -0.6698 -0.9771 -4.9361
H -1.4622 -1.6028 -6.1962
H 0.1739 -2.3289 -5.6716
H -4.0102 -0.6579 -1.8072
H -4.6048 -2.3726 -2.2535
H -5.1346 -1.2408 -3.1915
H -2.8286 -5.6867 -1.7754
H -1.8826 -4.5440 -0.8977
H -1.2497 -4.9347 -2.4152
C 2.3859 -6.4208 -1.0393
O 1.6127 -5.4264 -0.2347
P 1.7823 -3.8756 -0.6187
O 1.0958 -2.8071 0.1655
O 1.3412 -3.9071 -2.2286
C 1.7159 -3.0271 -3.1488
O 3.3469 -3.7454 -0.7658
C 4.0964 -3.5405 0.4680
H 1.9257 -7.4021 -0.9233
H 3.4349 -6.4570 -0.7454
H 2.2104 -6.0912 -2.0633
H 2.6117 -2.4973 -2.8247
H 1.1135 -2.2013 -3.5271
H 2.0519 -3.6250 -3.9960
H 4.8638 -4.3083 0.5671
H 3.6388 -3.3955 1.4466
H 4.5980 -2.5957 0.2587
C 5.7725 2.7731 0.1205
O 4.5964 2.0302 0.3798
P 4.4708 0.4148 0.3100
O 3.0582 -0.0307 0.2044
O 5.2953 -0.1341 1.5580
C 4.6896 0.0529 2.7570
O 5.4054 -0.1116 -0.9423
C 5.1359 0.1984 -2.2812
H 5.5697 3.2036 -0.8601
H 6.7556 2.3178 0.2407
H 6.0208 3.4859 0.9069
H 5.2075 0.7951 3.3644
H 4.6010 -0.9431 3.1908
H 3.6584 0.4049 2.7278
H 4.6989 -0.7167 -2.6811
H 6.1475 0.3741 -2.6470
H 4.5312 1.1039 -2.3301
C 3.2944 3.3969 2.5358
O 2.9934 4.3277 1.5855
P 1.9055 4.0885 0.3903
O 1.5109 2.6455 0.3693
O 0.7727 5.1296 0.7888
C -0.6208 5.2159 0.2664
O 2.7198 4.6718 -0.8885
C 3.4515 5.8231 -0.8675
H 2.9704 4.0107 3.3763
H 4.3328 3.0966 2.6760
H 2.7086 2.4818 2.4495
H -0.9549 4.3913 -0.3633
H -0.7216 6.1532 -0.2807
H -1.1529 5.2196 1.2176
H 3.0848 6.4180 -1.7040
H 4.5289 5.7143 -0.9916
H 3.3326 6.4769 -0.0034
```

Computed properties:
Kohn-Sham gap   0.13730 hartree
LUMO level   -3.939 eV
Maximum force   5.9 eV/Å
Net charge   0
Total energy   -6580.5617 hartree
Multiplicity   1

Mulliken atomic charge list, values in e, 6 entries: number 1, In, carries 2.27; number 2, C, carries 0.34; number 3, O, carries 0.25; number 4, O, carries -0.15; number 5, C, carries 0.59; number 6, F, carries -0.29

***

No. 4
DFT (ωB97M-V/def2-TZVPD) results for a 6-piece molecular cluster, C30H72N4O6 overall at a distorted geometry.

Structure (XYZ):
```
112
Properties=species:S:1:pos:R:3
C 1.9804 0.1585 0.5908
O 1.2046 0.4700 -0.5190
H 2.5791 -0.7220 0.3575
H 2.6626 0.9773 0.8194
H 1.3717 -0.0254 1.4761
C -3.8102 2.5946 -8.6608
C -3.9538 2.1292 -7.2438
C -5.4294 1.7157 -6.8694
N -5.5453 1.0624 -5.3666
C -6.9818 0.5106 -5.2401
C -7.3310 -0.2547 -3.9458
C -6.4555 -1.3799 -3.8189
C -4.9373 -1.0873 -4.1661
C -4.6469 -0.1214 -5.3055
C -5.1621 2.0882 -4.3436
H -3.9264 1.7068 -9.2824
H -2.8140 2.9915 -8.8561
H -4.6157 3.2880 -8.9026
H -3.4893 2.7504 -6.4781
H -3.4219 1.1780 -7.2654
H -5.7771 0.9761 -7.5906
H -6.1956 2.4879 -6.9385
H -7.2436 0.0224 -6.1788
H -7.6391 1.3752 -5.1473
H -8.4082 -0.3749 -3.8303
H -7.1741 0.4116 -3.0976
H -6.9337 -2.2280 -4.3090
H -6.4526 -1.7291 -2.7864
H -4.3902 -2.0291 -4.2092
H -4.5451 -0.5413 -3.3082
H -4.8521 -0.7138 -6.1972
H -3.6286 0.2638 -5.2529
H -4.9691 1.6299 -3.3737
H -5.9409 2.8355 -4.4957
H -4.1835 2.4947 -4.5989
C -2.9464 -3.6565 6.6685
C -1.4792 -3.1644 7.1180
C -0.9851 -3.6870 8.4774
N -0.1274 -2.5979 9.2765
C -1.0712 -1.4338 9.7656
C -2.0458 -1.7226 10.9554
C -1.3440 -2.6541 11.9668
C -0.5149 -3.8722 11.4521
C 0.4870 -3.4360 10.4434
C 0.9727 -1.9519 8.4203
H -2.9450 -4.7090 6.3851
H -3.5025 -3.0193 5.9809
H -3.5198 -3.6686 7.5955
H -1.4763 -2.0795 7.0129
H -0.7362 -3.5348 6.4116
H -0.4064 -4.6008 8.3419
H -1.8307 -3.8623 9.1425
H -1.6864 -1.1446 8.9136
H -0.4922 -0.5721 10.0978
H -2.9843 -2.1801 10.6423
H -2.3658 -0.7599 11.3539
H -2.0987 -2.9949 12.6756
H -0.6196 -1.9773 12.4199
H -1.1185 -4.7218 11.1325
H 0.0351 -4.4101 12.2243
H 1.1596 -4.1407 9.9542
H 1.1167 -2.6477 10.8559
H 0.5505 -1.2662 7.6856
H 1.2720 -2.7960 7.7990
H 1.6749 -1.3094 8.9515
C 2.6980 9.8710 -0.7634
N 3.1012 8.7485 0.1805
C 4.3051 7.9496 -0.4198
C 3.3685 9.2829 1.6170
C 1.8303 7.8564 0.4091
C 1.0814 7.3249 -0.8150
O 1.9068 6.3749 -1.4889
H 2.3395 9.6228 -1.7624
H 3.4925 10.5834 -0.9855
H 1.9526 10.4731 -0.2440
H 4.5122 6.9896 0.0531
H 5.2745 8.4406 -0.3352
H 4.0546 7.7663 -1.4647
H 4.2661 9.8724 1.4306
H 3.7680 8.5362 2.3032
H 2.6905 10.0334 2.0233
H 1.0976 8.5316 0.8511
H 2.0806 7.1522 1.2025
H 0.7727 8.0771 -1.5409
H 0.2865 6.7356 -0.3579
H 1.7197 5.4849 -1.1818
C 3.3266 -6.3483 -6.2575
N 3.7391 -5.7021 -4.9107
C 2.7685 -6.1634 -3.8789
C 5.1576 -6.2154 -4.5315
C 3.8811 -4.1379 -4.9691
C 2.7120 -3.4568 -5.6879
O 2.7578 -2.1014 -5.5212
H 3.4369 -7.4319 -6.2991
H 4.2057 -6.1440 -6.8685
H 2.3787 -5.9850 -6.6546
H 1.8008 -6.2762 -4.3677
H 2.6779 -5.4937 -3.0237
H 2.9987 -7.1742 -3.5421
H 5.3535 -5.8130 -3.5376
H 5.9305 -5.8597 -5.2129
H 5.2554 -7.2963 -4.4311
H 4.8091 -3.9459 -5.5077
H 4.0219 -3.8156 -3.9374
H 1.8311 -4.0162 -5.3732
H 2.9019 -3.6612 -6.7415
H 2.1634 -1.8564 -4.8082
O 9.2064 -0.6501 -1.8808
C 10.2539 -1.5122 -1.7457
O 11.3726 -1.0147 -1.5708
O 9.9569 -2.6987 -1.7360
H 8.5865 -1.2773 -1.5015
```

Computed properties:
Kohn-Sham gap   0.12837 hartree
LUMO level   -3.272 eV
Maximum force   3.4 eV/Å
Net charge   +2
Relative energy (zero: lowest compared OMol25 entry of this formula, charge and spin)   202.18 kcal per mole
Total energy   -1855.7378 hartree
Multiplicity   1

Mulliken atomic charge list, values in e, 6 entries: number 1, C, carries -0.43; number 2, O, carries -0.92; number 3, H, carries 0.13; number 4, H, carries 0.13; number 5, H, carries 0.11; number 6, C, carries -1.35